Entry 1:
{"formula": "C51H58BrMnN6O2P2SSi2", "method": "the ωB97M-V functional and the def2-TZVPD basis", "gap_ha": [0.1872, 0.2527], "multiplicity": 6, "charge": -1, "de_lowest_kcal_mol": 0.00, "species": ["Br", "Mn", "S", "P", "P", "Si", "Si", "O", "O", "N", "N", "N", "N", "N", "N", "C", "C", "C", "C", "C", "C", "C", "C", "C", "C", "C", "C", "C", "C", "C", "C", "C", "C", "C", "C", "C", "C", "C", "C", "C", "C", "C", "C", "C", "C", "C", "C", "C", "C", "C", "C", "C", "C", "C", "C", "C", "C", "C", "C", "C", "C", "C", "C", "C", "C", "C", "H", "H", "H", "H", "H", "H", "H", "H", "H", "H", "H", "H", "H", "H", "H", "H", "H", "H", "H", "H", "H", "H", "H", "H", "H", "H", "H", "H", "H", "H", "H", "H", "H", "H", "H", "H", "H", "H", "H", "H", "H", "H", "H", "H", "H", "H", "H", "H", "H", "H", "H", "H", "H", "H", "H", "H", "H", "H"], "xyz": [[-0.55, -3.21, 0.15], [-0.46, -0.08, 0.05], [1.10, 3.24, -2.45], [0.38, -0.05, 2.53], [2.18, -0.31, -0.03], [1.06, -1.15, -2.86], [-2.64, -0.48, 2.73], [-1.37, 4.10, 0.08], [-1.05, 1.66, -0.65], [3.17, 2.75, -4.15], [-1.07, -0.47, 2.00], [-2.10, -0.68, -1.02], [1.22, -0.67, -1.23], [3.23, 4.72, -3.28], [-2.95, 0.42, -1.31], [-5.43, -4.21, -3.72], [-6.12, -5.39, -3.51], [0.25, 2.61, 5.72], [3.50, 0.86, -0.52], [-2.20, 1.70, -1.41], [3.76, -4.07, 0.41], [-2.24, -3.12, -0.76], [-0.24, -0.13, -3.73], [4.13, -1.56, 1.54], [5.43, 2.70, -1.33], [4.35, 4.59, -4.08], [2.70, -0.94, -3.77], [4.70, -3.89, 1.41], [-3.48, -2.11, 2.36], [-4.66, -5.86, -1.65], [-5.71, -6.22, -2.47], [-3.13, 2.84, -0.99], [-4.48, 2.80, -1.32], [4.89, -2.64, 1.98], [3.18, -1.73, 0.54], [1.21, 0.41, 1.14], [-0.21, 2.57, 2.99], [-2.72, -1.85, -1.08], [-3.96, -4.65, -1.83], [-5.36, 3.82, -0.99], [1.13, -1.33, 3.57], [5.55, 1.36, -1.69], [0.59, -2.95, -3.14], [4.31, 3.36, -4.62], [-3.54, 4.99, 0.05], [-0.21, 3.75, 5.09], [-2.86, -4.35, -0.95], [-2.66, 3.96, -0.29], [2.93, -2.13, 4.97], [-3.71, 0.90, 2.09], [0.24, 1.42, 3.63], [0.47, 1.44, 5.00], [2.29, -3.36, 5.09], [3.40, 2.19, -0.15], [3.00, -2.98, -0.03], [-4.37, -3.84, -2.90], [1.09, -3.58, 4.44], [4.36, 3.11, -0.55], [4.59, 0.45, -1.28], [-0.44, 3.73, 3.72], [-4.88, 4.93, -0.30], [-2.50, -0.31, 4.59], [2.49, 3.57, -3.30], [2.84, 5.87, -2.49], [0.50, -2.57, 3.69], [2.35, -1.12, 4.21], [6.39, 1.03, -2.29], [0.79, 0.55, 5.52], [-1.23, -0.53, -3.51], [-2.77, -2.94, 2.33], [-0.95, 3.23, -0.15], [3.44, -1.68, -3.46], [-4.74, 0.76, 2.40], [3.47, 6.72, -2.78], [-0.43, -2.73, 3.17], [-3.97, -2.08, 1.39], [-3.41, 0.23, -2.20], [-2.48, -5.18, -0.37], [3.60, -5.04, -0.03], [-3.76, -1.83, -1.40], [0.59, -4.54, 4.52], [5.00, 2.87, -5.29], [2.87, 1.80, -4.31], [4.29, -0.58, 1.97], [-6.23, -7.16, -2.29], [-4.24, -2.34, 3.11], [4.70, -0.59, -1.56], [-1.78, -1.00, 5.03], [0.43, 2.61, 6.79], [-0.20, 0.90, -3.38], [-3.49, -0.54, 5.02], [-2.23, 0.70, 4.89], [3.15, 0.04, -3.61], [-3.83, -2.93, -3.13], [1.79, 6.10, -2.67], [4.28, 4.15, -0.25], [5.62, -2.50, 2.76], [-0.38, 4.65, 5.66], [-6.41, 3.75, -1.26], [-5.72, -3.56, -4.54], [-1.92, 1.88, -2.47], [5.06, 5.39, -4.19], [2.54, 2.50, 0.44], [5.28, -4.73, 1.76], [2.52, -1.09, -4.84], [-0.39, 2.57, 1.92], [6.18, 3.41, -1.64], [-4.87, 1.93, -1.83], [-3.37, 1.88, 2.45], [-3.69, 0.92, 0.99], [1.14, -3.66, -2.52], [-3.14, 5.84, 0.59], [2.85, -0.17, 4.12], [-5.55, 5.73, -0.03], [2.96, 5.66, -1.43], [-6.95, -5.67, -4.14], [-0.47, -3.10, -2.94], [2.25, -3.12, -0.79], [-4.35, -6.52, -0.85], [-0.80, 4.61, 3.20], [-0.10, -0.13, -4.81], [0.78, -3.20, -4.19], [2.75, -4.15, 5.68], [3.88, -1.95, 5.47]]}

Entry 2:
{"formula": "C51H59BrN2O3P2SbSr", "method": "the ωB97M-V functional and the def2-TZVPD basis", "gap_ha": [0.1775, 0.1551], "charge": 1, "species": ["Sb", "Sr", "Br", "P", "P", "O", "O", "O", "N", "N", "C", "C", "C", "C", "C", "C", "C", "C", "C", "C", "C", "C", "C", "C", "C", "C", "C", "C", "C", "C", "C", "C", "C", "C", "C", "C", "C", "C", "C", "C", "C", "C", "C", "C", "C", "C", "C", "C", "C", "C", "C", "C", "C", "C", "C", "C", "C", "C", "C", "C", "C", "H", "H", "H", "H", "H", "H", "H", "H", "H", "H", "H", "H", "H", "H", "H", "H", "H", "H", "H", "H", "H", "H", "H", "H", "H", "H", "H", "H", "H", "H", "H", "H", "H", "H", "H", "H", "H", "H", "H", "H", "H", "H", "H", "H", "H", "H", "H", "H", "H", "H", "H", "H", "H", "H", "H", "H", "H", "H", "H"], "xyz": [[0.13, 0.65, 3.75], [-1.16, -1.31, -1.00], [-4.93, 4.59, -3.35], [-1.06, -0.17, -3.31], [0.94, -1.78, -2.20], [0.94, -0.78, -1.13], [-1.17, 0.45, -1.98], [-0.61, 2.53, 1.62], [7.04, 1.59, -0.75], [-2.24, 2.84, 0.05], [-3.84, 3.92, -1.96], [-1.40, -2.72, -2.56], [-0.20, -3.10, -2.04], [-4.96, -1.73, -4.98], [3.63, 1.91, 0.08], [-0.60, 1.11, -4.49], [1.20, 2.61, -4.97], [4.75, -3.02, -1.96], [-2.39, -3.60, -2.87], [3.81, -3.90, -4.00], [2.42, 1.55, 0.62], [-3.40, 2.21, -0.32], [4.59, -0.13, 0.93], [3.56, -2.37, -1.68], [-2.15, 0.94, 4.34], [2.26, -1.44, 4.60], [-2.59, -0.78, -4.00], [-4.20, 2.73, -1.30], [0.55, 1.79, -4.08], [6.00, 1.38, -0.31], [0.32, -1.22, -3.75], [-0.88, -5.36, -2.24], [-1.94, 4.05, -0.53], [-2.64, 2.31, 3.95], [-0.05, -2.36, 4.47], [0.80, -1.20, 4.96], [0.68, -1.04, 6.46], [0.91, -0.05, 1.78], [-3.76, -0.41, -3.38], [-1.08, 1.21, -5.78], [-2.58, -1.67, -5.06], [1.79, 2.28, 5.97], [2.51, -2.51, -2.57], [0.71, 2.73, -6.27], [-3.77, -2.14, -5.56], [-0.42, 2.04, -6.67], [-2.11, -4.95, -2.73], [2.25, 0.35, 1.32], [2.64, 2.58, 3.64], [-2.90, -0.13, 3.62], [0.55, 3.73, 4.36], [-4.96, -0.88, -3.89], [0.09, -4.44, -1.89], [2.61, -3.28, -3.72], [4.74, 1.07, 0.24], [-2.20, 0.76, 5.84], [3.36, -0.48, 1.46], [-2.69, 4.58, -1.56], [1.40, 2.48, 4.51], [-1.18, 2.14, 0.63], [4.87, -3.77, -3.12], [1.07, -4.72, -1.52], [-3.72, 2.31, 4.07], [1.19, 4.61, 4.44], [0.40, -3.29, 4.82], [-0.15, -2.41, 3.38], [2.37, 2.88, 2.64], [1.03, -1.96, 6.93], [2.32, -1.85, 3.60], [1.29, -0.23, 6.84], [0.92, 1.62, -3.07], [-0.34, -0.89, 6.78], [-5.89, -0.58, -3.43], [2.69, -2.16, 5.29], [-2.11, -0.28, 6.11], [3.18, 1.63, 3.60], [-3.93, -0.15, 3.99], [-0.77, 2.11, -7.69], [5.81, -4.26, -3.34], [2.50, 1.47, 6.09], [-2.48, -1.11, 3.78], [-2.23, 3.09, 4.58], [3.75, 2.83, -0.46], [-0.20, 3.78, 5.15], [-2.86, -5.67, -3.01], [3.92, -4.49, -4.91], [3.25, -1.44, 1.94], [-5.89, -2.08, -5.39], [-2.39, 5.51, -2.01], [0.82, -1.13, 1.87], [-2.90, 0.02, 2.55], [1.55, 2.17, 0.49], [-5.11, 2.22, -1.56], [-0.02, -2.09, -4.33], [-1.49, -1.66, -2.66], [2.85, -0.53, 4.66], [-1.95, 0.64, -6.08], [-0.66, -6.42, -2.16], [-1.04, 4.53, -0.18], [0.06, 3.75, 3.39], [-3.72, 0.23, -2.50], [1.23, 3.35, -6.98], [5.58, -2.93, -1.28], [0.91, 2.09, 6.59], [-3.77, -2.84, -6.39], [1.09, -0.65, -4.29], [1.75, -3.38, -4.37], [5.44, -0.78, 1.05], [0.13, 0.24, 1.07], [-1.43, 1.34, 6.36], [3.31, 3.32, 4.05], [-2.43, 2.53, 2.91], [2.10, 3.13, -4.68], [-1.05, -2.31, 4.90], [-3.55, 1.23, 0.14], [-3.34, -3.24, -3.24], [2.26, 3.20, 6.33], [3.42, -1.77, -0.80], [-3.17, 1.10, 6.19], [-1.62, -2.01, -5.47]]}

Number 1: E -213401.123 eV. Number 2: E -158944.369 eV.